DFT (ωB97M-V/def2-TZVPD) results for C28H21ClIrN4O8 as an isolated structure in a non-equilibrium geometry.

Computed properties:
**Expectation value of S²**: 8.809
**LUMO level (spin up / spin down)**: -0.81 / -3.20 eV
**2S+1**: 6
**Calculated total energy**: -67075.069 eV
**F_max**: 2.398 eV/A

Geometry as XYZ:
```
63
Properties=species:S:1:pos:R:3:forces:R:3
Ir -0.084 -0.849 1.365 -0.4 -0.1 -0.4
Cl 2.592 -3.483 -4.902 -0.1 0.0 0.1
C 1.753 -3.150 -3.433 0.3 0.3 0.2
C 0.506 -3.748 -3.205 -0.6 -0.3 0.2
C -0.132 -3.513 -2.016 0.1 -0.2 -0.3
C 0.415 -2.680 -1.004 -0.1 -0.3 -0.6
O -0.205 -2.595 0.108 -0.1 0.3 0.7
C 1.666 -2.004 -1.288 0.2 0.6 0.3
C 2.258 -1.033 -0.453 0.8 -0.5 -0.9
N 1.833 -0.607 0.734 -0.7 0.3 0.8
C 2.548 0.294 1.472 0.4 0.1 0.0
C 3.824 0.803 1.168 -0.6 -0.5 -0.3
C 4.407 1.776 1.959 -0.1 0.5 0.6
C 3.777 2.266 3.087 0.4 0.0 -0.3
C 2.537 1.735 3.483 -0.4 -0.3 0.0
C 1.846 2.150 4.639 -0.2 -0.3 -0.3
C 0.655 1.543 4.973 0.4 0.2 0.1
C 0.167 0.521 4.171 0.1 -0.3 -0.3
N 0.779 0.135 3.052 -0.6 0.0 -0.2
C 1.931 0.729 2.683 0.6 0.3 0.2
C 2.312 -2.305 -2.504 0.1 0.0 0.0
H 0.073 -4.399 -3.948 0.0 0.0 -0.1
H -1.084 -3.974 -1.808 -0.1 0.0 0.1
H 3.131 -0.550 -0.877 -0.1 0.0 0.1
H 4.353 0.463 0.295 0.0 0.0 -0.1
H 5.367 2.179 1.673 0.1 0.0 0.0
H 4.228 3.047 3.680 0.0 0.1 0.0
H 2.264 2.937 5.248 0.0 0.1 0.1
H 0.106 1.839 5.854 0.0 0.0 0.0
H -0.736 -0.004 4.443 -0.2 0.0 -0.1
H 3.269 -1.852 -2.713 0.1 0.1 0.0
N 0.033 -2.755 3.001 0.2 0.1 -0.2
C -1.338 -3.235 3.088 -0.5 0.0 0.3
C -2.342 -2.071 3.032 0.1 -0.8 0.6
O -3.307 -2.028 3.772 0.1 0.0 -0.2
N -2.054 -1.187 2.037 0.4 0.9 -0.6
C -3.012 -0.267 1.682 -0.6 -0.5 0.1
C -2.420 1.323 2.064 -0.2 0.0 0.0
O -3.308 2.031 2.434 -0.8 0.3 0.2
O -1.229 1.378 1.859 1.3 0.1 -0.2
H 0.662 -3.471 2.660 0.0 0.1 0.0
H 0.365 -2.423 3.900 0.1 0.0 -0.1
H -1.527 -3.825 3.995 -0.1 0.2 -0.2
H -1.545 -3.851 2.209 0.1 0.0 0.1
H -3.983 -0.402 2.163 0.2 0.0 -0.1
H -3.055 -0.107 0.607 0.1 0.2 -0.1
O 0.861 1.217 -1.152 0.2 0.3 0.1
C -0.292 0.841 -1.315 0.4 1.0 -1.2
O -0.936 0.021 -0.601 -0.4 -1.6 1.7
C -1.086 1.356 -2.509 -0.1 -0.3 0.3
C -2.293 0.750 -2.832 0.2 0.1 0.1
C -3.049 1.172 -3.920 -0.1 0.3 -0.4
C -2.549 2.218 -4.659 0.7 0.1 0.4
O -3.078 2.814 -5.768 -0.3 -0.3 0.1
C -2.160 3.816 -6.147 -0.1 0.7 -0.9
O -1.082 3.829 -5.238 0.3 0.0 0.3
C -1.334 2.832 -4.333 -0.6 -0.6 0.1
C -0.580 2.420 -3.261 -0.2 0.2 -0.3
H -2.642 -0.070 -2.223 0.0 0.0 0.0
H -3.985 0.707 -4.179 -0.1 -0.1 0.0
H -2.659 4.798 -6.141 0.1 -0.2 0.1
H -1.785 3.609 -7.163 -0.1 0.0 0.3
H 0.354 2.887 -2.996 0.1 0.0 0.1
```
Positions in Å, forces in eV/Å.

DFT (ωB97M-V/def2-TZVPD) results for C28H21N3O5S2V as an isolated structure.

Computed properties:
**Expectation value of S²**: 0.828
**LUMO level (spin up / spin down)**: -0.51 / -0.53 eV
**2S+1**: 2
**Calculated total energy**: -91442.383 eV
**F_max**: 0.710 eV/A

Geometry as XYZ:
```
60
Properties=species:S:1:pos:R:3:forces:R:3
V 0.110 0.819 -0.843 -0.2 0.5 -0.4
C 0.288 1.658 -3.416 0.0 0.1 0.0
C 1.501 1.069 -3.062 -0.1 0.0 0.1
C 2.597 1.874 -2.740 0.0 0.0 0.0
C 2.477 3.251 -2.784 0.0 0.0 0.0
C 1.265 3.837 -3.142 0.0 0.0 0.0
C 0.176 3.048 -3.453 0.0 -0.1 0.0
H -0.561 1.039 -3.672 0.0 0.0 0.0
H 1.599 -0.011 -3.078 0.0 0.0 0.0
H 3.539 1.414 -2.466 0.0 0.0 0.0
H 3.327 3.875 -2.537 0.0 0.0 0.0
H 1.173 4.915 -3.162 0.0 0.0 0.0
H -0.775 3.499 -3.701 0.0 0.0 0.0
O -1.777 -1.143 0.429 0.1 0.1 0.0
S -1.127 -1.428 -0.826 -0.4 -0.2 -0.1
O -1.398 -0.518 -1.950 0.1 -0.3 0.2
N 0.450 -1.284 -0.731 0.3 0.0 0.5
C 1.137 -1.645 0.447 0.0 0.1 -0.1
C 1.078 -2.847 1.096 0.0 -0.2 0.0
C 1.871 -3.094 2.242 -0.1 0.0 -0.1
C 2.728 -2.152 2.726 0.0 0.1 0.0
C 2.805 -0.888 2.087 0.2 0.0 0.1
C 3.652 0.158 2.518 0.0 0.0 0.0
C 3.632 1.362 1.872 -0.1 0.0 -0.1
C 2.729 1.548 0.807 0.1 0.1 0.1
N 1.943 0.593 0.372 -0.3 -0.1 0.1
C 1.997 -0.633 0.970 -0.2 -0.2 -0.1
C -1.601 -3.065 -1.255 -0.1 0.0 -0.1
C -0.807 -3.841 -2.085 0.0 0.0 0.0
C -1.226 -5.122 -2.404 0.0 0.0 0.0
C -2.428 -5.607 -1.906 0.0 0.0 0.0
C -3.217 -4.816 -1.083 0.0 0.1 0.0
C -2.806 -3.534 -0.747 0.0 -0.1 -0.1
H 0.425 -3.627 0.725 0.0 0.0 0.0
H 1.795 -4.057 2.728 0.0 0.0 0.0
H 3.343 -2.347 3.595 0.0 0.0 0.0
H 4.308 -0.005 3.365 0.0 0.0 0.0
H 4.267 2.181 2.177 0.0 0.0 0.0
H 2.624 2.510 0.322 0.0 0.0 0.0
H 0.129 -3.450 -2.464 0.0 0.0 0.0
H -0.616 -5.745 -3.044 0.0 0.0 0.0
H -2.751 -6.608 -2.160 0.0 0.0 0.0
H -4.154 -5.196 -0.697 0.0 0.0 0.0
H -3.398 -2.903 -0.101 0.0 0.0 0.0
O -3.860 0.803 -0.165 -0.1 0.0 0.0
S -3.200 2.049 0.064 0.2 -0.3 -0.3
O -3.907 3.272 -0.177 -0.1 0.1 0.0
N -1.746 2.126 -0.733 0.1 0.0 0.3
C -0.778 2.503 0.128 0.1 0.2 -0.1
O 0.372 2.793 -0.346 0.2 0.3 0.1
C -1.166 2.468 1.566 0.1 0.1 0.0
C -0.388 2.669 2.692 0.0 0.0 0.0
C -0.991 2.519 3.935 0.0 0.0 0.0
C -2.338 2.181 4.041 0.0 0.0 0.0
C -3.121 1.994 2.907 0.1 0.0 0.1
C -2.502 2.144 1.685 -0.1 0.0 0.2
H 0.659 2.928 2.601 0.0 0.0 0.0
H -0.408 2.665 4.835 0.0 0.0 0.0
H -2.781 2.063 5.021 0.0 0.0 0.0
H -4.169 1.736 2.979 0.0 0.0 0.0
```
Positions in Å, forces in eV/Å.

DFT (ωB97M-V/def2-TZVPD) results for C28H21NO3STa as an isolated structure in a non-equilibrium geometry.

Computed properties:
**Relative energy (zero: lowest compared OMol25 entry of this formula, charge and spin)**: 10.58 kcal/mol
**LUMO level**: -10.91 eV
**Charge**: +3
**2S+1**: 1
**Calculated total energy**: -49371.586 eV
**F_max**: 2.548 eV/A

Geometry as XYZ:
```
55
Properties=species:S:1:pos:R:3:forces:R:3
Ta 0.518 0.067 -0.741 -2.4 0.6 -0.6
S -1.893 3.836 -0.061 0.0 0.2 0.1
C -0.431 4.040 0.876 -0.1 0.1 0.0
C -0.115 5.049 1.780 0.0 0.1 0.0
C 1.125 4.993 2.389 0.0 0.0 0.0
C 2.037 3.971 2.094 0.0 0.0 0.0
C 1.719 2.977 1.190 0.1 -0.1 0.0
C 0.463 3.016 0.594 -0.1 -0.2 -0.2
N -0.049 2.102 -0.344 0.6 -0.4 -0.3
C -1.278 2.436 -0.759 0.0 0.0 0.1
C -1.984 1.502 -1.624 -0.1 -0.2 -0.1
C -3.149 1.797 -2.310 -0.1 0.1 0.0
C -3.745 0.813 -3.091 0.0 0.0 0.0
C -3.188 -0.458 -3.183 0.0 0.0 0.0
C -2.017 -0.773 -2.502 -0.1 0.2 0.0
C -1.415 0.214 -1.728 1.3 -0.3 0.8
H -0.806 5.855 1.992 0.0 0.0 0.0
H 1.405 5.767 3.091 0.0 0.0 0.0
H 3.012 3.980 2.563 0.0 0.0 0.0
H 2.457 2.228 0.913 0.0 0.0 0.0
H -3.589 2.787 -2.254 0.0 0.0 0.0
H -4.655 1.040 -3.632 0.0 0.0 0.0
H -3.669 -1.214 -3.791 0.0 0.0 0.0
H -1.607 -1.772 -2.575 0.0 0.0 0.0
O 0.660 -1.935 -1.098 0.2 0.5 -0.6
C 1.319 -1.686 -2.223 -0.1 0.6 0.7
O 1.545 -0.345 -2.332 0.4 -0.6 0.0
C 1.723 -2.606 -3.169 0.0 -0.1 -0.1
C 2.444 -2.162 -4.305 0.1 0.0 -0.1
C 2.838 -3.084 -5.238 0.0 0.0 0.0
C 2.520 -4.433 -5.050 0.0 0.0 0.0
C 1.809 -4.878 -3.930 0.0 0.0 0.0
C 1.407 -3.974 -2.982 0.0 -0.1 0.0
H 2.681 -1.114 -4.427 0.0 0.0 0.0
H 3.393 -2.774 -6.112 0.0 0.0 0.0
H 2.837 -5.155 -5.793 0.0 0.0 0.0
H 1.582 -5.929 -3.814 0.0 0.0 0.0
H 0.859 -4.293 -2.105 0.0 0.0 0.0
C 2.042 -0.749 2.627 -0.1 0.0 0.0
C 0.600 -0.479 2.382 -0.1 0.1 -0.6
O 0.236 -0.220 1.123 0.7 -0.4 0.7
C -0.387 -0.484 3.351 -0.2 0.0 0.2
C -1.756 -0.288 3.002 0.1 0.0 0.1
C -2.718 -0.344 3.971 0.0 0.0 0.1
C -2.341 -0.586 5.300 0.0 0.0 0.1
C -1.004 -0.764 5.668 -0.1 0.0 0.1
C -0.030 -0.718 4.708 0.0 0.0 0.0
H 2.629 -0.686 1.715 0.0 0.0 -0.1
H 2.162 -1.751 3.043 0.0 0.0 0.0
H 2.446 -0.043 3.355 0.0 0.0 0.0
H -2.031 -0.115 1.972 0.0 0.0 0.0
H -3.763 -0.212 3.720 0.0 0.0 0.0
H -3.109 -0.640 6.064 0.0 0.0 0.0
H -0.743 -0.941 6.702 0.0 0.0 0.0
H 1.004 -0.863 4.991 0.0 0.0 0.0
```
Positions in Å, forces in eV/Å.

DFT (ωB97M-V/def2-TZVPD) results for C28H22BrN7O4RhS as an isolated structure in a non-equilibrium geometry.

Computed properties:
**Relative energy (zero: lowest compared OMol25 entry of this formula, charge and spin)**: 2.17 kcal/mol
**LUMO level**: -3.00 eV
**Charge**: +1
**2S+1**: 1
**Calculated total energy**: -131897.575 eV
**F_max**: 1.184 eV/A

Geometry as XYZ:
```
64
Properties=species:S:1:pos:R:3:forces:R:3
Rh 0.282 -1.061 0.426 0.5 -1.0 0.3
Br 0.789 -0.697 4.184 0.0 0.0 0.0
C 2.161 -0.266 2.966 -0.1 0.1 0.0
C 3.382 0.115 3.503 0.0 0.0 0.0
C 4.394 0.492 2.641 0.0 0.0 0.0
C 4.147 0.494 1.279 0.0 0.0 0.0
C 2.906 0.096 0.831 0.0 0.0 0.0
N 1.924 -0.304 1.662 -0.4 0.3 -0.4
C 2.608 0.123 -0.661 -0.1 0.0 0.1
O 3.392 0.653 -1.414 0.0 -0.1 0.0
O 1.489 -0.436 -1.014 0.0 0.0 -0.1
H 3.513 0.126 4.574 0.0 0.0 0.0
H 5.355 0.796 3.033 0.0 0.0 0.0
H 4.877 0.810 0.548 0.0 0.0 0.0
N -1.491 -3.510 3.183 0.0 0.0 0.0
C -2.497 -2.571 3.269 0.0 0.0 0.0
C -2.159 -1.560 2.421 0.0 0.0 0.0
N -0.969 -1.881 1.833 -0.1 0.0 -0.2
C -0.585 -3.052 2.300 0.0 0.0 0.0
C 0.701 -3.543 1.849 0.1 0.0 0.0
N 1.331 -2.836 0.926 -0.2 0.1 0.0
C 2.542 -3.437 0.708 0.0 0.0 -0.1
C 2.634 -4.533 1.510 0.0 0.0 0.0
N 1.460 -4.588 2.227 0.0 0.0 0.0
H -1.462 -4.378 3.690 0.0 0.0 0.0
H -3.345 -2.706 3.916 0.0 0.0 0.0
H -2.662 -0.630 2.210 0.0 0.0 0.0
H 3.248 -3.054 -0.010 0.0 0.0 0.0
H 3.411 -5.266 1.631 0.0 0.0 0.0
H 1.238 -5.276 2.927 0.0 0.0 0.0
C 0.201 6.343 -2.935 0.0 0.0 0.0
C -0.088 5.225 -1.974 0.0 0.0 0.0
C 0.763 4.125 -1.880 0.0 0.0 0.0
C 0.488 3.085 -1.009 0.0 0.0 0.0
C -0.651 3.145 -0.220 0.0 -0.1 -0.1
C -1.519 4.225 -0.299 0.0 0.0 0.0
C -1.227 5.260 -1.172 0.0 0.0 0.0
S -1.008 1.823 0.886 0.0 0.1 0.2
O 0.092 1.675 1.803 -0.1 0.1 0.0
O -2.323 2.047 1.426 -0.1 -0.1 -0.1
N -0.991 0.450 0.009 0.5 0.1 0.1
C -1.781 0.222 -1.107 -0.1 -0.1 0.1
C -2.650 1.096 -1.723 0.0 -0.1 0.0
C -3.395 0.685 -2.847 0.0 0.0 0.0
C -3.310 -0.580 -3.356 0.0 0.0 0.0
C -2.451 -1.515 -2.736 0.0 0.0 0.0
C -2.316 -2.859 -3.148 0.1 0.0 0.1
C -1.476 -3.700 -2.470 -0.1 0.0 -0.1
C -0.743 -3.208 -1.382 0.1 -0.1 0.0
N -0.845 -1.961 -0.981 -0.1 0.5 -0.1
C -1.689 -1.101 -1.630 0.0 0.2 0.2
H 1.225 6.297 -3.300 0.0 0.0 0.0
H 0.047 7.314 -2.463 0.0 0.0 0.0
H -0.466 6.289 -3.797 0.0 0.0 0.0
H 1.652 4.079 -2.496 0.0 0.0 0.0
H 1.151 2.231 -0.960 0.0 0.0 0.0
H -2.402 4.248 0.325 0.0 0.0 0.0
H -1.894 6.111 -1.231 0.0 0.0 0.0
H -2.775 2.099 -1.345 0.0 0.0 0.0
H -4.058 1.403 -3.311 0.0 0.0 0.0
H -3.892 -0.882 -4.216 0.0 0.0 0.0
H -2.884 -3.212 -3.999 0.0 0.0 0.0
H -1.353 -4.733 -2.759 0.0 0.0 0.0
H -0.050 -3.848 -0.852 0.0 0.1 0.0
```
Positions in Å, forces in eV/Å.